C37H43F16NO13 | wB97M-V/def2-TZVPD

Bonds (Å) are listed after each position.
Element x y z (Å)
1 C 2.1820 1.4674 1.4419  C2 1.369, H23 1.084, H24 1.079
2 C 0.9789 1.7158 0.8376  C1 1.369, N3 1.408, H25 1.090
3 N 0.3223 0.7714 0.0249  C2 1.408, C4 1.420, C21 1.426
4 C 0.2563 -0.5790 0.4604  N3 1.420, O5 1.194, C6 1.489
5 O 1.1773 -1.2538 0.8106  C4 1.194
6 C -1.1780 -0.9619 0.3434  C4 1.489, C7 1.376, C20 1.384
7 C -1.8188 -2.1086 0.7536  C6 1.376, C8 1.397, H26 1.083
8 C -3.1958 -2.2304 0.5539  C7 1.397, C9 1.511, C14 1.402
9 C -3.8903 -3.4822 1.0373  C8 1.511, C10 1.537, C11 1.544, H27 1.092
10 C -4.7895 -4.1229 -0.0319  C9 1.537, H28 1.087, H29 1.089, H30 1.091
11 C -4.6042 -3.2743 2.3905  C9 1.544, C12 1.524, H31 1.097, H32 1.092
12 C -5.6460 -2.1625 2.4249  C11 1.524, C13 1.528, H33 1.094, H34 1.091
13 C -6.3684 -2.0780 3.7681  C12 1.528, H35 1.091, H36 1.088, H37 1.091
14 C -3.8716 -1.1767 -0.0766  C8 1.402, C15 1.395, H38 1.084
15 C -3.2323 -0.0105 -0.4960  C14 1.395, C16 1.510, C20 1.385
16 C -4.0041 1.1152 -1.1423  C15 1.510, C17 1.501, H39 1.085, H40 1.095
17 C -3.9780 1.1148 -2.6433  C16 1.501, O18 1.185, F19 1.344
18 O -3.7230 2.0532 -3.3212  C17 1.185
19 F -4.3154 -0.0548 -3.2122  C17 1.344
20 C -1.8692 0.0711 -0.2654  C6 1.384, C15 1.385, C21 1.484
21 C -0.9173 1.1722 -0.5544  N3 1.426, C20 1.484, O22 1.196
22 O -1.0896 2.2137 -1.1169  C21 1.196
23 H 3.0554 1.2754 0.8284  C1 1.084
24 H 2.2312 1.3949 2.5169  C1 1.079
25 H 0.4495 2.6648 0.9214  C2 1.090
26 H -1.2745 -2.9067 1.2429  C7 1.083
27 H -3.0962 -4.1991 1.2555  C9 1.092
28 H -4.4958 -3.8288 -1.0359  C10 1.087
29 H -5.8553 -3.9509 0.1112  C10 1.089
30 H -4.6426 -5.2036 0.0067  C10 1.091
31 H -3.8136 -2.9930 3.0966  C11 1.097
32 H -5.0007 -4.2303 2.7377  C11 1.092
33 H -6.3538 -2.3203 1.6056  C12 1.094
34 H -5.1596 -1.2003 2.2575  C12 1.091
35 H -7.1061 -1.2761 3.7199  C13 1.091
36 H -6.8545 -3.0108 4.0459  C13 1.088
37 H -5.6506 -1.7801 4.5339  C13 1.091
38 H -4.9403 -1.2453 -0.2438  C14 1.084
39 H -3.7008 2.1010 -0.8046  C16 1.085
40 H -5.0519 1.0009 -0.8462  C16 1.095
41 C 6.8442 3.5315 5.0636  C42 1.511, H50 1.090, H51 1.090, H52 1.090
42 C 5.8211 4.4897 5.6288  C41 1.511, O43 1.443, H53 1.088, H54 1.089
43 O 4.4807 4.0800 5.2855  C42 1.443, C44 1.323
44 C 3.9483 3.1439 6.0541  O43 1.323, O45 1.194, C46 1.541
45 O 4.4502 2.6107 6.9973  C44 1.194
46 C 2.5120 2.8465 5.5816  C44 1.541, F47 1.339, F48 1.340, F49 1.329
47 F 2.4466 2.7352 4.2493  C46 1.339
48 F 1.6886 3.8354 5.9556  C46 1.340
49 F 2.0623 1.7148 6.1137  C46 1.329
50 H 6.7144 3.4230 3.9866  C41 1.090
51 H 7.8530 3.8934 5.2617  C41 1.090
52 H 6.7378 2.5396 5.5025  C41 1.090
53 H 5.9424 5.4809 5.1976  C42 1.088
54 H 5.9144 4.5879 6.7096  C42 1.089
55 C -4.1004 5.2636 -5.2810  C56 1.511, H64 1.090, H65 1.089, H66 1.090
56 C -5.0997 5.0086 -4.1762  C55 1.511, O57 1.446, H67 1.087, H68 1.089
57 O -5.7699 6.2288 -3.7854  C56 1.446, C58 1.322
58 C -6.7869 6.6034 -4.5420  O57 1.322, O59 1.195, C60 1.542
59 O -7.2115 6.0468 -5.5101  C58 1.195
60 C -7.4145 7.8878 -3.9630  C58 1.542, F61 1.336, F62 1.341, F63 1.328
61 F -6.4786 8.7753 -3.6130  C60 1.336
62 F -8.1346 7.5910 -2.8717  C60 1.341
63 F -8.2196 8.4591 -4.8514  C60 1.328
64 H -3.3943 6.0393 -4.9834  C55 1.090
65 H -3.5507 4.3498 -5.5016  C55 1.089
66 H -4.5982 5.6006 -6.1901  C55 1.090
67 H -4.5925 4.6535 -3.2831  C56 1.087
68 H -5.8321 4.2561 -4.4642  C56 1.089
69 C 2.7651 -2.9618 -1.1539  C70 1.510, H78 1.091, H79 1.091, H80 1.091
70 C 2.8066 -2.0397 -2.3494  C69 1.510, O71 1.446, H81 1.088, H82 1.090
71 O 3.8812 -2.3829 -3.2545  C70 1.446, C72 1.321
72 C 3.6343 -3.3640 -4.1039  O71 1.321, O73 1.195, C74 1.542
73 O 2.6239 -3.9941 -4.2085  C72 1.195
74 C 4.8570 -3.5735 -5.0202  C72 1.542, F75 1.336, F76 1.341, F77 1.329
75 F 5.9979 -3.5642 -4.3252  C74 1.336
76 F 4.9166 -2.5920 -5.9316  C74 1.341
77 F 4.7690 -4.7334 -5.6623  C74 1.329
78 H 3.7279 -2.9699 -0.6418  C69 1.091
79 H 1.9978 -2.6186 -0.4586  C69 1.091
80 H 2.5430 -3.9863 -1.4547  C69 1.091
81 H 3.0128 -1.0185 -2.0350  C70 1.088
82 H 1.8605 -2.0387 -2.8905  C70 1.090
83 C -1.2771 -1.0472 -7.1471  C84 1.512, H92 1.090, H93 1.089, H94 1.090
84 C -1.2545 -2.5212 -6.8087  C83 1.512, O85 1.443, H95 1.088, H96 1.089
85 O -1.5414 -2.7394 -5.4111  C84 1.443, C86 1.322
86 C -2.8186 -2.7373 -5.0705  O85 1.322, O87 1.194, C88 1.540
87 O -3.7608 -2.5762 -5.7860  C86 1.194
88 C -2.9427 -3.0252 -3.5626  C86 1.540, F89 1.340, F90 1.340, F91 1.329
89 F -2.0532 -2.3187 -2.8509  C88 1.340
90 F -2.7219 -4.3234 -3.3148  C88 1.340
91 F -4.1571 -2.7191 -3.1170  C88 1.329
92 H -0.5922 -0.4977 -6.5007  C83 1.090
93 H -0.9796 -0.8964 -8.1841  C83 1.089
94 H -2.2729 -0.6277 -7.0077  C83 1.090
95 H -0.2624 -2.9380 -6.9659  C84 1.088
96 H -1.9549 -3.0861 -7.4221  C84 1.089
97 C 7.2108 -3.2514 6.2488  C98 1.512, H106 1.090, H107 1.089, H108 1.089
98 C 7.9480 -2.1316 6.9486  C97 1.512, O99 1.444, H109 1.087, H110 1.089
99 O 8.7715 -1.3890 6.0238  C98 1.444, C100 1.323
100 C 8.1518 -0.4628 5.3113  O99 1.323, O101 1.195, C102 1.541
101 O 6.9907 -0.1852 5.3573  C100 1.195
102 C 9.1838 0.2584 4.4230  C100 1.541, F103 1.337, F104 1.343, F105 1.330
103 F 10.0233 -0.6060 3.8444  C102 1.337
104 F 9.9299 1.1040 5.1520  C102 1.343
105 F 8.6103 0.9776 3.4619  C102 1.330
106 H 7.9124 -3.8977 5.7209  C97 1.090
107 H 6.6600 -3.8481 6.9747  C97 1.089
108 H 6.5057 -2.8591 5.5169  C97 1.089
109 H 8.6371 -2.5288 7.6902  C98 1.087
110 H 7.2629 -1.4554 7.4578  C98 1.089

SMILES string: C=CN1C(=O)c2cc([C@H](C)CCC)cc(CC(=O)F)c2C1=O.CCOC(=O)C(F)(F)F.CCOC(=O)C(F)(F)F.CCOC(=O)C(F)(F)F.CCOC(=O)C(F)(F)F.CCOC(=O)C(F)(F)F
Kohn-Sham gap (eV): 7.3416
Total charge: 0
Strongest force on any atom (Eh/bohr): 0.03471


C4H14NO2S | wB97M-V/def2-TZVPD

Bonds (Å) are listed after each position.
Element x y z (Å)
1 C -2.3135 -0.1043 -0.3159  O2 1.443, C3 1.555, H8 1.094, H9 1.090
2 O -2.3803 0.0835 1.1136  C1 1.443, H10 0.961
3 C -0.8542 0.2099 -0.7516  C1 1.555, C4 1.516, N7 1.483, H11 1.088
4 C -0.1086 -1.0807 -1.0311  C3 1.516, C5 1.530, H12 1.092, H13 1.094
5 C 1.2179 -0.9311 -1.7793  C4 1.530, S6 1.827, H14 1.090, H15 1.079
6 S 2.5268 -0.2368 -0.7100  C5 1.827, H16 1.336
7 N -0.2095 0.9736 0.3438  C3 1.483, H17 1.014, H18 1.014, H19 1.047
8 H -3.0286 0.6109 -0.7341  C1 1.094
9 H -2.6020 -1.1229 -0.5765  C1 1.090
10 H -3.2126 -0.2641 1.4468  O2 0.961
11 H -0.9431 0.8293 -1.6410  C3 1.088
12 H -0.7542 -1.6850 -1.6712  C4 1.092
13 H -0.0106 -1.7233 -0.1508  C4 1.094
14 H 1.0670 -0.3249 -2.6729  C5 1.090
15 H 1.5636 -1.9023 -2.0968  C5 1.079
16 H 3.4409 -1.2022 -0.8433  S6 1.336
17 H 0.8039 0.9838 0.3191  N7 1.014
18 H -0.6786 1.8559 0.5144  N7 1.014
19 H -0.4665 0.6083 1.2908  N7 1.047
20 H 0.2333 1.0125 3.7312  O22 0.968
21 H -1.2039 1.2729 3.4778  O22 0.971
22 O -0.3602 1.2319 2.9990  H20 0.968, H21 0.971

Energy relative to the best compared isomer or geometry (same formula, charge and spin) (kcal per mole): 7.0
Kohn-Sham gap (eV): 9.9974
Total charge: +1
Strongest force on any atom (Eh/bohr): 0.02946


| no. | E (eV) |
| --- | --- |
| 1 | -110654.83458 |
| 2 | -20789.06465 |